Entry 1:
Here is a 3-piece molecular cluster, C21H36I2NO6 overall in a non-equilibrium geometry from the OMol25 dataset. Energies are from wB97M-V/def2-TZVPD.

Summary:
LUMO energy   -4.05 eV
Maximum force   2.40 eV/A
Total charge   +1

XYZ file:
```
66
Properties=species:S:1:pos:R:3:forces:R:3:lowdin_charge:R:1
C 5.05074 0.88292 2.68760 -0.2 0.1 -0.6 0.04
C 4.75669 0.62369 1.37049 0.1 0.1 0.2 -0.15
C 3.36183 0.33790 0.84925 0.5 2.3 -0.7 -0.08
C 2.42845 1.49247 0.87122 0.1 -0.2 0.0 -0.16
N 2.77486 2.67277 1.23744 -0.8 -0.2 0.5 0.21
C 1.70225 3.66539 1.12146 0.3 1.7 -1.6 -0.18
C 1.58746 4.70605 2.22898 -0.4 0.2 0.0 -0.10
O 1.10239 5.92120 1.64758 0.0 -0.4 0.0 -0.07
C 2.02655 6.94382 1.67013 0.4 1.1 0.5 -0.51
C 3.20039 6.86684 0.72955 -0.5 -0.9 -0.1 0.03
O 1.90495 7.85322 2.43135 -0.3 -0.2 -0.1 0.17
C 0.47659 2.92086 0.50487 0.9 -0.6 0.7 -0.27
C -0.89575 3.16551 1.14687 -0.6 -0.5 -1.2 -0.67
I -1.80806 4.77147 0.00065 0.9 1.0 0.5 0.87
C -1.81497 1.89143 1.15259 -0.6 1.0 0.7 -0.82
C -2.37460 1.73865 2.56636 0.5 0.0 0.0 -0.18
I -3.51589 2.05184 -0.12391 -0.6 -1.3 -0.4 0.82
C 1.00965 1.45462 0.49666 -1.3 -0.1 0.3 -0.03
H 5.54534 0.11968 3.27760 2.0 0.9 -0.2 0.08
H 4.81228 1.83940 3.13980 -1.8 -0.7 1.1 0.06
H 5.57175 0.60557 0.64628 0.1 -2.2 0.3 0.11
H 3.46622 0.07121 -0.20515 -0.2 -0.2 0.0 0.14
H 2.91866 -0.50199 1.37811 0.0 -0.1 0.0 0.15
H 3.69238 2.93484 1.57550 0.2 -0.3 -0.1 0.17
H 2.04867 4.28654 0.29465 0.1 0.2 0.0 0.14
H 0.87400 4.44609 3.00416 0.1 -0.2 0.2 0.13
H 2.55157 4.92350 2.68692 0.2 -0.4 0.2 0.14
H 2.98721 6.15630 -0.06409 0.1 0.1 -0.3 0.07
H 3.41505 7.84416 0.32282 0.1 0.2 0.0 0.10
H 4.05654 6.49603 1.28851 0.2 0.1 0.1 0.09
H 0.41263 3.25894 -0.51992 0.0 -0.1 -0.2 0.09
H -0.87084 3.56513 2.15046 0.3 0.0 0.2 0.06
H -1.30781 0.98939 0.84537 -0.1 -0.1 -0.2 0.03
H -2.67946 2.71776 2.92710 -0.4 0.0 0.0 0.08
H -1.58591 1.39373 3.23771 0.1 -0.1 0.1 0.09
H -3.20048 1.04205 2.60814 -0.1 -0.1 0.1 0.06
H 0.79352 0.92826 -0.42956 0.3 0.0 -0.2 0.16
H 0.48132 0.83344 1.22758 0.3 -0.1 0.3 0.14
O -0.99703 -2.02266 1.57635 0.2 0.2 0.0 0.06
C -1.86774 -2.65698 1.02846 -0.2 -0.2 0.2 -0.54
O -2.78662 -1.98570 0.32840 0.1 0.4 -0.2 -0.02
C -3.75555 -2.60581 -0.53372 -0.3 -0.2 -0.1 -0.22
C -4.97916 -3.06200 0.22982 0.1 0.0 0.2 -0.05
C -1.98723 -4.15090 1.17655 0.1 -0.1 -0.4 0.02
H -3.30058 -3.41394 -1.10549 0.0 -0.1 0.1 0.09
H -4.03568 -1.83144 -1.24582 0.1 0.1 0.1 0.12
H -4.73126 -3.82276 0.96954 0.0 -0.1 -0.1 0.07
H -5.71898 -3.47654 -0.45375 0.0 0.0 0.0 0.09
H -5.42502 -2.22263 0.76395 0.0 0.0 -0.1 0.08
H -2.50864 -4.36674 2.10851 0.0 0.0 0.0 0.10
H -0.98682 -4.57326 1.22489 0.0 0.1 0.2 0.09
H -2.49886 -4.63741 0.35144 -0.1 0.0 0.0 0.05
O -2.18026 -5.44210 -1.90074 -0.1 0.0 0.2 0.09
C -1.49563 -5.06757 -2.81412 0.3 -0.1 -0.1 -0.52
O -1.95306 -5.21409 -4.06326 -0.3 0.1 0.0 0.01
C -1.31173 -4.64840 -5.21208 0.2 0.0 -0.2 -0.23
C -0.20534 -5.53782 -5.73834 0.0 -0.1 0.1 -0.06
C -0.10580 -4.51714 -2.58501 -0.1 0.4 -0.1 0.02
H -0.96566 -3.63579 -4.99911 0.0 0.0 0.1 0.11
H -2.09742 -4.55826 -5.95868 -0.1 0.0 0.1 0.13
H 0.59116 -5.66822 -5.00555 0.0 0.1 0.0 0.07
H 0.22688 -5.11193 -6.64341 0.0 0.0 0.0 0.08
H -0.59738 -6.52744 -5.96893 0.0 0.0 -0.1 0.09
H 0.58711 -5.35127 -2.48697 0.0 0.0 0.0 0.10
H -0.11338 -3.95224 -1.65531 0.0 -0.2 0.1 0.08
H 0.24350 -3.84958 -3.36866 0.1 -0.1 -0.1 0.07
```
Forces are in eV/Å.



Entry 2:
Here is a 2-piece molecular cluster, C6H14S2 overall in a non-equilibrium geometry from the OMol25 dataset. Energies are from wB97M-V/def2-TZVPD.

Summary:
LUMO energy   0.50 eV
Maximum force   2.09 eV/A
SMILES string   C/C=C/C.CCSS
Total charge   0

XYZ file:
```
22
Properties=species:S:1:pos:R:3:forces:R:3:lowdin_charge:R:1
C 1.81485 1.97193 1.06305 0.3 0.3 -0.2 -0.12
C 1.58858 0.55847 1.53086 -0.2 -0.9 -0.4 -0.16
C 0.92161 -0.43800 0.90142 0.4 1.8 1.1 -0.20
C 0.57391 -1.72057 1.55042 0.6 -1.9 0.2 -0.13
H 1.48148 2.10010 0.01797 -0.1 0.1 0.5 0.04
H 1.32786 2.69185 1.76161 0.1 -0.4 -0.6 0.08
H 2.88275 2.28089 1.06278 -0.5 -0.5 0.1 0.08
H 2.01818 0.32204 2.50693 -0.1 0.0 -0.1 0.10
H 0.44538 -0.24438 -0.04122 0.1 0.2 -0.4 0.02
H 1.09522 -1.82752 2.53723 -0.8 0.2 -0.6 0.08
H -0.53668 -1.83582 1.64094 0.9 0.1 0.1 0.08
H 0.94381 -2.62370 0.96365 -0.5 1.0 0.4 0.09
C -1.59626 -1.66545 -1.74603 -0.1 0.4 -0.8 -0.16
C -1.76879 -0.16048 -1.46960 -0.5 0.0 0.5 -0.65
S -0.46968 0.83949 -2.23991 -0.3 0.6 -0.4 0.42
S -1.16326 2.73071 -1.69199 0.5 -0.5 0.0 0.34
H -0.67701 -2.10358 -1.35517 0.0 0.2 0.1 0.06
H -1.57947 -1.79565 -2.84896 -0.1 -0.1 0.6 0.07
H -2.44191 -2.24066 -1.34580 0.2 0.3 -0.1 0.08
H -1.66429 0.12315 -0.41188 -0.4 -0.5 -0.1 0.04
H -2.76076 0.19012 -1.83224 0.7 -0.2 0.2 0.07
H -0.43553 2.84703 -0.55404 -0.2 0.0 -0.2 -0.22
```
Forces are in eV/Å.



Entry 3:
Here is C36H32EuIN6O3 as an isolated structure in a non-equilibrium geometry from the OMol25 dataset. Energies are from wB97M-V/def2-TZVPD.

Summary:
Multiplicity   8
LUMO energy (spin up / spin down)   -2.91 / -2.84 eV
Maximum force   3.17 eV/A
Total charge   +1

XYZ file:
```
79
Properties=species:S:1:pos:R:3:forces:R:3:lowdin_spin:R:1
Eu -0.18824 0.02541 0.24438 0.8 1.6 1.8 6.81
C -0.99294 -2.21909 -3.58592 0.0 -0.1 0.1 0.00
C 0.17086 -2.85149 -2.89692 -0.1 0.2 0.0 0.00
N 0.90676 -3.71529 -3.54312 -0.3 0.1 -0.2 0.00
C 1.95866 -4.26759 -2.93082 0.5 -0.2 0.4 0.00
C 2.34926 -3.96249 -1.64972 0.0 0.2 0.0 0.00
C 3.58756 -4.60429 -1.07112 -0.3 -0.2 -0.1 0.00
O 4.60356 -3.66499 -0.75632 0.3 0.2 0.1 0.00
C 1.61316 -2.97629 -0.92752 -1.0 -0.2 -1.2 0.00
C 2.11246 -2.52689 0.31908 -0.1 1.3 1.4 0.01
N 1.79796 -1.40879 0.95368 0.4 -1.6 -1.1 -0.01
C 2.69226 -1.04329 1.96248 0.6 0.0 0.7 0.00
C 4.07396 -1.27119 1.82018 -0.3 0.1 -0.1 0.00
C 4.97146 -0.90739 2.80088 0.0 0.0 0.2 0.00
C 4.53176 -0.29409 3.96388 0.0 0.0 0.0 0.00
C 3.18206 -0.03289 4.12958 0.0 0.0 0.0 0.00
C 2.29446 -0.39679 3.13398 -0.9 0.1 -0.1 0.00
I 0.20936 0.03001 3.44298 1.0 -0.3 0.7 0.00
C 0.44416 -2.43639 -1.55312 0.7 -0.8 0.2 0.00
O -0.36614 -1.63839 -0.95262 0.0 -2.5 -1.9 -0.01
H -1.15024 -2.68749 -4.55062 0.0 0.0 -0.1 0.00
H -0.80294 -1.15229 -3.71412 -0.1 0.1 -0.1 0.00
H -1.88164 -2.31809 -2.96532 -0.1 0.1 0.0 0.00
H 2.51076 -4.98759 -3.52132 0.1 -0.1 0.0 0.00
H 3.96056 -5.35139 -1.77942 -0.1 0.0 0.1 0.00
H 3.34346 -5.11639 -0.13442 0.1 0.0 -0.1 0.00
H 5.05136 -3.40999 -1.56852 0.0 0.0 0.0 0.00
H 2.89056 -3.14769 0.75718 0.0 0.1 0.0 0.00
H 4.43566 -1.72869 0.91068 0.0 0.0 -0.1 0.00
H 6.02176 -1.10389 2.65528 0.1 0.0 0.0 0.00
H 5.22916 -0.01499 4.73698 0.1 0.0 0.1 0.00
H 2.82226 0.44551 5.02808 0.0 0.0 0.0 0.00
C 2.61486 0.34021 -1.84802 -0.1 0.0 0.2 0.00
C 1.49856 1.02041 -2.58272 0.1 0.0 0.1 0.00
C 1.66136 1.41751 -3.90452 -0.4 0.2 -0.1 0.00
C 0.61726 2.07591 -4.54142 0.4 -0.3 0.3 0.01
C -0.53934 2.32991 -3.83122 -0.2 -0.1 0.4 0.00
C -0.65224 1.87351 -2.51532 0.9 -0.1 -0.5 0.01
N 0.36516 1.21741 -1.90602 -0.5 0.6 -0.8 0.00
C -1.88104 2.06011 -1.73392 -0.5 -0.1 0.5 0.02
C -2.80134 3.05691 -2.03432 -0.1 -0.1 0.3 0.00
C -3.94534 3.17581 -1.25132 0.3 -0.2 0.0 0.03
C -4.14834 2.28551 -0.21362 0.1 -0.2 0.0 -0.01
C -3.21054 1.27731 0.02878 0.5 0.6 -1.1 0.03
N -2.06924 1.19571 -0.71232 -1.4 0.6 -0.2 0.02
C -3.41084 0.22331 1.02248 0.0 -1.2 0.8 0.02
C -4.61404 0.06771 1.72378 0.4 0.4 -0.4 0.01
C -4.77904 -1.00549 2.57178 0.4 -0.4 0.1 0.01
C -3.75534 -1.94189 2.68028 -0.4 0.5 -0.1 0.01
C -2.58354 -1.74439 1.96308 0.1 -0.2 0.0 0.01
C -1.49374 -2.77729 2.00958 0.1 0.0 -0.1 0.00
N -2.38994 -0.66939 1.18898 -1.2 0.5 0.0 0.01
H 3.56376 0.82421 -2.06842 0.1 0.0 0.0 0.00
H 2.68386 -0.70299 -2.16372 0.0 0.0 0.1 0.00
H 2.43926 0.38221 -0.76182 0.2 -0.1 -0.4 0.00
H 2.58906 1.21891 -4.41652 0.1 0.0 0.0 0.00
H 0.71396 2.37671 -5.57302 0.0 0.1 -0.1 0.00
H -1.34974 2.85731 -4.30492 -0.2 0.0 0.0 0.00
H -2.63354 3.74721 -2.84382 0.1 0.0 -0.1 0.00
H -4.67594 3.94121 -1.46182 0.0 0.1 0.0 0.00
H -5.03274 2.37901 0.39458 -0.1 0.0 0.0 0.00
H -5.41554 0.77321 1.59038 -0.1 0.1 0.0 0.00
H -5.70114 -1.13509 3.11588 -0.1 0.0 0.1 0.00
H -3.87164 -2.81859 3.29488 0.0 -0.1 0.1 0.00
H -1.93364 -3.77139 1.96048 0.0 -0.1 -0.1 0.00
H -0.92854 -2.72129 2.94128 0.0 0.0 -0.1 0.00
H -0.81634 -2.65039 1.15938 -0.1 -0.1 0.2 0.00
O 0.02646 2.17021 1.08298 -0.4 1.7 0.4 -0.01
N -0.67734 3.18081 1.53298 0.1 -0.1 0.1 0.00
C -1.80224 2.96291 2.25298 0.1 -0.2 0.0 0.00
C -2.53754 4.00881 2.75688 0.1 0.6 0.0 0.00
C -2.13234 5.31911 2.52618 0.3 -0.4 -0.2 0.00
C -0.97104 5.52281 1.78518 -0.4 0.0 0.3 0.00
C -0.26504 4.44641 1.30768 0.2 0.0 -0.1 0.00
H -2.07984 1.93051 2.41268 0.2 0.1 -0.1 0.00
H -3.41494 3.79981 3.34978 -0.1 -0.1 0.0 0.00
H -2.68884 6.15151 2.92018 -0.1 0.1 0.1 0.00
H -0.60384 6.51841 1.59328 0.1 0.0 -0.1 0.00
H 0.64926 4.54491 0.74368 0.0 -0.2 0.0 0.00
```
Forces are in eV/Å.